Formula: C36H76N5NiO7
Source: OMol25
Level of theory: the ωB97M-V functional and the def2-TZVPD basis

The value obtained for the LUMO energy (spin up / spin down) is -2.11 / -5.57 eV. Its gap between HOMO and LUMO (spin up / spin down) is 0.28838 / 0.16099 Eh. As for the multiplicity: 3. The calculated total energy is -101374.797 eV. Its net charge is +1. The calculation puts the energy relative to the best compared isomer or geometry (same formula, charge and spin) at 0.0 kcal per mole.

Positions of all 125 atoms, in Å:
Ni: 1.48638 2.53473 2.50614
N: 0.26619 1.46437 0.44477
O: 1.51850 1.37789 0.46879
O: -0.22678 2.15245 1.37530
O: -0.40214 0.82840 -0.36714
C: 0.61332 -2.67576 2.38392
C: -0.75978 -2.71547 3.03154
C: -0.50957 -2.61568 4.56569
C: -1.74732 -2.19909 5.39362
C: -2.28086 -0.89506 4.86163
C: -2.61086 -0.99086 3.36296
N: -1.42017 -1.42343 2.65504
O: -1.62764 -1.41384 1.24767
C: -3.90248 -1.81520 3.15393
C: -2.92254 0.43134 2.88093
C: -1.49679 -4.01894 2.74186
H: 0.56270 -2.64664 1.28847
H: 1.18753 -3.59072 2.55478
H: 1.21681 -1.82592 2.70524
H: -0.30541 -3.63622 4.92272
H: 0.42671 -2.14090 4.86429
H: -1.37399 -2.11180 6.41669
H: -2.49846 -2.99002 5.40817
H: -1.56534 -0.11294 5.11940
H: -3.24274 -0.73014 5.35724
H: -4.76341 -1.44729 3.70839
H: -4.07830 -1.99284 2.09347
H: -3.76895 -2.81904 3.57510
H: -3.68707 0.90515 3.50338
H: -2.01696 1.02447 3.02068
H: -3.30205 0.49660 1.86297
H: -0.75114 -4.80640 2.64585
H: -2.04608 -3.98669 1.79899
H: -2.19664 -4.18541 3.55734
H: -0.90149 -0.86287 0.93548
C: 4.45560 2.11059 1.97931
C: 4.22343 3.53963 1.46125
C: 4.13438 3.48283 -0.05516
C: 3.64904 4.79351 -0.73186
C: 2.29958 5.20604 -0.11507
C: 2.30974 5.27852 1.43271
N: 2.94927 4.04626 1.99787
O: 2.86208 4.04864 3.41953
C: 3.04560 6.56733 1.79726
C: 0.88246 5.35886 1.93535
C: 5.46776 4.34523 1.88476
H: 3.58095 1.46199 1.90949
H: 4.79821 2.08649 3.01718
H: 5.31009 1.68523 1.44840
H: 5.16309 3.40142 -0.41960
H: 3.57671 2.63682 -0.45334
H: 3.52415 4.67929 -1.80521
H: 4.34611 5.59529 -0.49207
H: 1.46917 4.68934 -0.60226
H: 2.12388 6.22864 -0.46804
H: 3.23103 6.70075 2.86860
H: 4.01243 6.63717 1.30206
H: 2.49057 7.44587 1.47244
H: 0.32197 6.23644 1.60844
H: 0.26217 4.49254 1.70303
H: 0.87204 5.47610 3.02348
H: 5.47239 4.50062 2.96599
H: 5.50738 5.33139 1.41934
H: 6.41872 3.89287 1.60641
H: 3.31084 4.88394 3.64803
C: 5.20056 -1.19192 -2.69286
C: 3.75798 -0.71074 -3.03757
C: 3.53447 -0.89575 -4.55447
C: 3.15181 -2.35069 -4.87433
C: 1.87969 -2.70317 -4.06592
C: 2.01092 -2.59382 -2.53334
N: 2.77200 -1.39625 -2.22297
O: 2.68691 -0.99217 -0.94428
C: 0.62170 -2.51410 -1.90711
C: 2.83970 -3.84424 -2.12330
C: 3.72563 0.79261 -2.76029
H: 5.34987 -1.02288 -1.62651
H: 5.88320 -0.53088 -3.22248
H: 5.37012 -2.22089 -2.99710
H: 2.61174 -0.40560 -4.87264
H: 4.43649 -0.70255 -5.12834
H: 4.00095 -2.99791 -4.62808
H: 3.06468 -2.51975 -5.94701
H: 1.71416 -3.74517 -4.34914
H: 0.95321 -2.23149 -4.40039
H: -0.13970 -2.98608 -2.52412
H: 0.61489 -3.01384 -0.93603
H: 0.26973 -1.50161 -1.70991
H: 2.97574 -3.85318 -1.04145
H: 2.17168 -4.67075 -2.37199
H: 3.74835 -4.02465 -2.68691
H: 4.20268 1.00637 -1.80222
H: 2.71287 1.20457 -2.68663
H: 4.20261 1.37398 -3.54519
H: 2.17758 -0.14252 -0.99106
C: -3.57028 0.38951 -1.16103
C: -3.46891 -0.85436 -2.06364
C: -3.19904 -2.11447 -1.23942
C: -4.33925 -2.56717 -0.34731
C: -5.61599 -2.68990 -1.20150
C: -5.93305 -1.48114 -2.13004
N: -4.68840 -1.11416 -2.85704
O: -4.94257 -0.03293 -3.73406
C: -6.89532 -1.96960 -3.18658
C: -6.54671 -0.35122 -1.30754
C: -2.27725 -0.65799 -3.02320
H: -4.33521 1.08648 -1.50225
H: -2.63642 0.91366 -0.96878
H: -3.94449 0.09002 -0.17978
H: -3.00048 -2.89697 -1.98084
H: -2.25902 -2.00781 -0.68792
H: -4.49217 -2.01308 0.58228
H: -4.13840 -3.55547 0.08026
H: -6.47107 -2.75196 -0.52509
H: -5.63414 -3.56112 -1.85595
H: -7.65253 -2.62144 -2.72756
H: -7.44147 -1.18457 -3.70375
H: -6.43254 -2.70499 -3.84574
H: -6.86601 0.54459 -1.84778
H: -7.54433 -0.68942 -0.98524
H: -6.11210 -0.08993 -0.34665
H: -1.41862 -0.40327 -2.40275
H: -2.54480 0.09781 -3.75668
H: -2.03577 -1.59639 -3.52945
H: -5.00990 0.76647 -3.18495

=====

Formula: C36H77B2F8N3O15
Source: OMol25
Level of theory: the ωB97M-V functional and the def2-TZVPD basis

The value obtained for the LUMO energy is 0.16 eV. Its gap between HOMO and LUMO is 0.30469 Eh. The SMILES is CCCCc1c(B(O)O)c(CNC)c([C@@H](C)CC)c2nc(CCOCC(F)(F)C(F)(F)C(F)(F)C(F)F)c(B(O)OC)nc12.CO.CO.CO.CO.CO.CO.CO.CO.CO.CO. The calculated total energy is -96856.478 eV.

Positions of all 141 atoms, in Å:
C: 2.73503 -3.78032 4.85292
C: 1.22011 -3.57425 4.85663
C: 0.69614 -2.91882 3.58176
C: 0.91516 -1.39698 3.61238
C: 0.80387 -0.72868 2.26452
C: 1.86435 -0.73023 1.35260
B: 3.21598 -1.43279 1.80713
O: 3.50072 -2.72969 1.52876
O: 4.13313 -0.72558 2.58832
C: 1.74413 -0.06274 0.08092
C: 2.97359 -0.09792 -0.79788
N: 3.15458 -1.36310 -1.53554
C: 2.30123 -1.42871 -2.73608
C: 0.55284 0.56780 -0.26309
C: 0.36515 1.27689 -1.59153
C: -0.78331 0.67391 -2.42533
C: 0.19981 2.79715 -1.42016
C: 1.51981 3.42149 -0.89352
C: -0.54168 0.54687 0.66641
N: -1.71862 1.13710 0.30875
C: -2.69767 1.08203 1.16194
C: -4.00722 1.66342 0.71599
C: -4.93378 0.57019 0.14503
O: -4.42742 -0.72208 0.44584
C: -4.93350 -1.67831 -0.44907
C: -4.38077 -3.04293 -0.11306
F: -3.05114 -3.07234 -0.30083
F: -4.92153 -3.89763 -1.01946
C: -4.73516 -3.58597 1.31113
F: -5.33498 -4.78872 1.19159
F: -5.61706 -2.76710 1.89459
C: -3.52653 -3.78635 2.26403
F: -2.70113 -2.74681 2.23254
F: -4.04635 -3.87279 3.51020
C: -2.75972 -5.10593 2.06145
F: -1.96339 -5.25629 3.15234
F: -1.96270 -5.06957 0.99118
C: -2.55915 0.47677 2.44449
B: -3.74066 0.44578 3.50510
O: -4.43775 1.59360 3.88924
O: -4.04000 -0.74436 4.09301
C: -4.41963 -0.72522 5.46767
N: -1.44261 -0.08819 2.82169
C: -0.42034 -0.07599 1.92205
H: 3.07287 -4.16244 3.89257
H: 3.03104 -4.50653 5.60335
H: 3.26834 -2.85035 5.03383
H: 0.96400 -2.93412 5.70035
H: 0.73460 -4.53632 5.00356
H: 1.15142 -3.36328 2.70176
H: -0.37128 -3.11048 3.50408
H: 0.14858 -1.01971 4.27836
H: 1.86479 -1.15727 4.09174
H: 2.83518 -3.10326 0.94613
H: 4.79177 -0.33193 2.00359
H: 3.86616 0.06958 -0.19533
H: 2.97596 0.68028 -1.54891
H: 2.84788 -2.12532 -0.95029
H: 2.63349 -0.69591 -3.46162
H: 2.37167 -2.43202 -3.13675
H: 1.25050 -1.27392 -2.47623
H: 1.25630 1.16406 -2.19228
H: -0.99547 -0.35349 -2.13923
H: -1.68883 1.26603 -2.35846
H: -0.48454 0.64126 -3.47269
H: 0.02575 3.25180 -2.38705
H: -0.56792 3.02145 -0.69263
H: 1.77078 4.32446 -1.43652
H: 1.46896 3.65716 0.16678
H: 2.34881 2.73414 -1.02312
H: -4.46475 2.25181 1.50190
H: -3.77957 2.34769 -0.09368
H: -5.97253 0.66552 0.46839
H: -4.92888 0.66472 -0.94321
H: -6.02122 -1.72896 -0.36051
H: -4.63144 -1.43711 -1.46747
H: -3.42472 -5.96400 2.04963
H: -5.35244 1.51565 3.60458
H: -4.05518 -1.62938 5.94351
H: -4.01743 0.12871 6.00189
H: -5.50393 -0.73159 5.55433
C: 6.95880 -1.92772 4.16541
O: 6.54670 -2.60379 2.98117
H: 7.99026 -2.20882 4.36818
H: 6.90757 -0.84232 4.03105
H: 6.33292 -2.21112 5.01256
H: 5.63280 -2.34292 2.82942
C: -3.38369 -9.09834 1.69620
O: -2.24747 -9.63250 2.36488
H: -3.83866 -9.90372 1.12664
H: -4.11373 -8.71512 2.41582
H: -3.08911 -8.30066 1.00659
H: -1.83756 -8.92607 2.87066
C: 4.37185 6.59792 -2.59387
O: 3.47628 5.49090 -2.70084
H: 4.78507 6.59436 -1.58885
H: 5.18684 6.50229 -3.31635
H: 3.84160 7.53838 -2.76114
H: 3.11544 5.49456 -3.59147
C: -0.50876 2.79098 -5.54108
O: 0.33519 3.57956 -4.71428
H: -0.00496 1.84826 -5.74217
H: -1.45596 2.59216 -5.03261
H: -0.70100 3.30608 -6.48602
H: -0.12934 4.40670 -4.54881
C: -3.53990 4.49920 -6.27539
O: -2.66935 5.27140 -5.44068
H: -3.05002 3.55387 -6.48529
H: -4.48590 4.30611 -5.76485
H: -3.73328 5.01710 -7.21305
H: -3.10448 6.10684 -5.25608
C: 4.93101 2.33904 4.55378
O: 3.67278 2.22258 3.90296
H: 5.15932 3.39861 4.63997
H: 4.90355 1.90154 5.55636
H: 5.72270 1.85294 3.97626
H: 3.47970 1.28221 3.81924
C: 2.48202 8.91777 -5.18441
O: 3.30695 9.71429 -4.33682
H: 3.00232 7.98348 -5.37962
H: 1.52795 8.70088 -4.69639
H: 2.30221 9.43244 -6.13154
H: 2.83401 10.53366 -4.17160
C: 0.45396 -4.37429 -5.18354
O: 1.41230 -3.32965 -5.31945
H: 0.49796 -4.72580 -4.15588
H: -0.55690 -4.01230 -5.38928
H: 0.68155 -5.20877 -5.85177
H: 1.37747 -3.01455 -6.22596
C: -5.37032 2.98869 -9.84050
O: -5.28718 4.18923 -9.07648
H: -5.86444 2.24332 -9.22327
H: -5.95721 3.13972 -10.74968
H: -4.37609 2.62279 -10.10941
H: -4.85224 4.84984 -9.62186
C: 5.32547 -0.97481 8.21724
O: 4.95125 -1.16308 6.85632
H: 6.25146 -1.52042 8.37857
H: 5.49523 0.08251 8.43761
H: 4.56204 -1.36634 8.89452
H: 4.13249 -0.68261 6.70784

=====

Formula: C36H77F3O27P4V
Source: OMol25
Level of theory: the ωB97M-V functional and the def2-TZVPD basis

The value obtained for the LUMO energy (spin up / spin down) is 0.48 / 0.48 eV. Its gap between HOMO and LUMO (spin up / spin down) is 0.23591 / 0.26930 Eh. As for the multiplicity: 4. The calculated total energy is -164868.235 eV.

Positions of all 148 atoms, in Å:
V: -20.35740 -3.06642 14.46298
C: -19.17063 -1.31851 11.56805
O: -19.42473 -2.23953 12.55648
H: -18.81950 -0.35520 11.93795
H: -18.29675 -1.55672 10.96168
H: -19.99873 -1.17427 10.87412
C: -22.67266 -3.28409 18.24006
C: -22.39846 -3.90265 16.90467
O: -21.10623 -3.57015 16.47761
H: -21.97142 -3.66684 18.98159
H: -23.58645 -3.72128 18.64250
H: -22.76042 -2.20012 18.31348
H: -23.08331 -3.58525 16.11833
H: -22.55931 -4.97830 16.97690
C: -16.13930 -0.59095 12.95286
C: -16.52700 0.85251 13.30154
O: -15.28820 1.49702 13.06308
C: -14.33573 0.61228 13.07255
O: -13.13633 0.92386 13.10695
O: -14.85396 -0.59753 13.27157
F: -16.90503 0.94096 14.56915
H: -16.31478 -0.86143 11.91164
H: -16.66217 -1.31747 13.57485
H: -17.30281 1.37940 12.74603
C: -19.33894 -2.39608 19.42517
C: -19.39966 -1.11780 18.63227
O: -18.47852 -0.24493 19.20754
C: -17.60829 -0.97963 19.96346
O: -16.49593 -0.64687 20.30975
O: -18.09948 -2.18548 20.10856
F: -20.60297 -0.50621 18.83194
H: -19.31496 -3.20273 18.69247
H: -20.20581 -2.50806 20.07639
H: -19.21129 -1.34476 17.58293
C: -19.34710 2.29199 16.06858
C: -20.63733 2.28606 15.19781
O: -20.54706 0.98398 14.61955
C: -19.73592 0.24655 15.37206
O: -19.71912 -0.95536 15.32261
O: -19.13010 0.94392 16.32721
F: -20.64724 3.26333 14.31605
H: -19.43040 2.89400 16.97343
H: -18.57693 2.79453 15.48343
H: -21.53391 2.32361 15.81654
C: -24.56452 0.18791 10.85745
C: -23.38144 0.30622 11.84494
O: -23.74951 0.03278 13.17808
P: -23.70552 -1.44871 13.80589
O: -22.35702 -2.03807 13.88898
O: -24.36483 -1.22601 15.27214
C: -23.71500 -0.45305 16.29905
C: -24.54717 -0.37580 17.54449
O: -24.77994 -2.33232 13.00249
C: -26.18696 -2.33887 13.35942
C: -26.53532 -3.17577 14.61175
H: -24.36429 0.36859 9.80134
H: -25.00524 -0.80176 10.97757
H: -25.29982 0.94749 11.12292
H: -22.66160 -0.40404 11.43816
H: -22.86372 1.25873 11.73187
H: -22.72584 -0.89207 16.42908
H: -23.62063 0.56327 15.91654
H: -25.47252 0.11593 17.24448
H: -24.97979 -1.33846 17.81694
H: -24.06034 -0.01316 18.44980
H: -26.43930 -1.28168 13.44176
H: -26.70749 -2.79945 12.51978
H: -27.50125 -3.67631 14.54438
H: -25.76650 -3.93232 14.76875
H: -26.55674 -2.58431 15.52706
C: -18.78093 -7.37678 12.55603
C: -20.16998 -7.63560 13.28631
O: -21.22343 -7.20033 12.41720
P: -21.86714 -5.67446 12.62042
O: -21.14082 -4.75310 13.51762
O: -22.06517 -5.06240 11.08019
C: -22.80096 -3.89235 10.99116
C: -22.58677 -3.24527 9.64822
O: -23.30686 -6.01716 13.21584
C: -23.39250 -6.93305 14.34867
C: -24.68122 -6.86251 15.17718
H: -17.92616 -7.52132 13.21677
H: -18.65691 -8.08886 11.74015
H: -18.69116 -6.41047 12.05976
H: -20.27616 -8.70205 13.48510
H: -20.07949 -7.08127 14.22046
H: -23.84206 -4.03360 11.28142
H: -22.35547 -3.15551 11.65952
H: -22.87024 -3.97075 8.88572
H: -23.11050 -2.30704 9.46517
H: -21.50879 -3.09433 9.70551
H: -23.20756 -7.92597 13.93880
H: -22.57400 -6.88542 15.06693
H: -25.65285 -7.08757 14.73742
H: -24.55248 -7.43501 16.09574
H: -24.76295 -5.79852 15.39934
C: -14.91926 -0.70970 16.86888
C: -15.10673 -2.17119 16.55373
O: -16.37965 -2.19842 15.95537
P: -16.80770 -3.57375 15.25299
O: -18.24651 -3.57784 14.91353
O: -16.35423 -4.80473 16.21592
C: -17.06857 -5.20705 17.38909
C: -18.25274 -6.12936 16.91039
O: -15.81613 -3.78786 13.97170
C: -16.12119 -4.81407 13.03950
C: -15.75913 -4.33769 11.56300
H: -15.64150 -0.32289 17.58780
H: -13.90955 -0.57251 17.25587
H: -14.98393 -0.08567 15.97754
H: -14.31148 -2.48996 15.87988
H: -15.10938 -2.81212 17.43538
H: -16.50698 -5.76759 18.13643
H: -17.51732 -4.33580 17.86621
H: -17.88366 -7.08479 16.53751
H: -18.89773 -6.28596 17.77500
H: -18.91252 -5.59054 16.23034
H: -15.52186 -5.67584 13.33320
H: -17.16575 -5.12454 13.06406
H: -16.25205 -4.88829 10.76176
H: -15.96892 -3.27037 11.49281
H: -14.67859 -4.35733 11.42108
C: -22.72338 -7.58204 18.81510
C: -21.42330 -7.69996 17.96480
O: -21.71681 -8.62353 16.92859
P: -20.63614 -9.81874 16.62884
O: -19.37042 -9.31103 16.05179
O: -20.51552 -10.57976 18.09572
C: -21.71430 -11.20118 18.61693
C: -21.63107 -11.14952 20.12452
O: -21.40823 -10.87494 15.63165
C: -20.50679 -11.86355 15.08953
C: -20.97313 -12.07990 13.65141
H: -23.25489 -6.78083 18.30162
H: -23.29591 -8.50622 18.73626
H: -22.45745 -7.37546 19.85178
H: -21.16195 -6.77788 17.44561
H: -20.55930 -8.02930 18.54199
H: -22.58157 -10.58153 18.38898
H: -21.93067 -12.21120 18.26885
H: -22.55610 -11.37932 20.65331
H: -20.94660 -11.93743 20.43881
H: -21.25806 -10.23654 20.58865
H: -19.47431 -11.52144 15.01847
H: -20.61392 -12.70698 15.77162
H: -20.12632 -12.50813 13.11509
H: -21.80659 -12.78197 13.62814
H: -21.24411 -11.16506 13.12441